117
Properties=species:S:1:pos:R:3:forces:R:3 method="wB97M-V/def2-TZVPD" lumo_energy_ev=-3.781 total_charge=+1
C 2.136327 -2.369731 1.875598 0.95 -0.37 0.42
C 2.866207 -0.972921 2.111969 -1.52 1.51 -0.97
Cl 4.472404 -0.968476 3.008048 -2.43 0.19 -1.31
C 2.321190 0.242739 1.633331 2.04 -2.12 0.56
Cl 3.283478 1.766730 1.996599 -1.28 -1.46 -0.58
C 0.937152 0.409998 0.846299 0.17 1.82 -0.02
C -0.158918 0.232365 2.008840 -1.08 0.14 -0.30
C -1.501632 1.099232 1.797381 -0.44 -1.76 0.91
O -1.525953 2.165396 2.773277 0.01 0.37 -2.37
C -1.213955 3.458410 2.201321 0.91 1.14 1.54
C -2.189689 4.586846 2.820772 1.71 0.09 -0.01
O -3.275087 4.956016 1.936276 -0.24 -2.33 -0.35
C -3.808415 3.825715 1.254456 -1.13 -2.71 -2.70
C -3.688018 3.805240 -0.289409 -1.26 -2.44 1.46
C -4.225015 2.626901 -1.169132 -0.26 -0.08 3.89
C -4.905089 1.400989 -0.507186 1.58 2.86 1.82
C -5.484693 0.125059 -1.333696 0.61 1.11 0.53
C -5.381397 0.455611 -2.898282 0.69 0.94 0.21
C -4.546654 -1.109765 -0.932319 0.45 0.00 -0.17
C -7.028719 -0.006271 -0.914836 -0.62 -0.54 -0.62
C -7.645322 -1.486974 -0.912055 -1.52 -0.23 -0.03
C -7.325920 -2.322280 0.451284 1.24 0.67 -0.36
C -7.361049 -2.345827 -2.246895 -0.66 -1.07 0.66
C -9.269261 -1.283062 -0.878719 1.17 0.31 1.17
C -4.973049 1.434739 1.066460 1.01 2.23 -1.41
C -4.457567 2.597902 1.934809 0.03 0.00 -3.26
C 0.933628 1.898265 0.195471 -0.30 0.60 0.05
N 0.724023 2.039971 -1.103386 1.35 -1.09 3.49
C 0.679845 3.424914 -1.665306 -0.58 1.01 -0.41
C 1.154168 3.543035 -3.186454 0.57 1.90 -1.44
N 2.636733 3.256444 -3.312962 -0.94 -0.42 -0.26
N 0.990021 4.998632 -3.562995 -0.29 -0.45 1.43
N 0.327982 2.770660 -4.145187 0.54 -0.17 0.86
C 0.568340 0.699588 -1.752366 -0.12 -1.03 -0.22
C 0.733755 -0.382725 -0.552239 1.36 -1.59 0.29
C -0.245335 -1.655959 -0.565023 -1.33 -0.60 -0.21
C -0.692143 -2.107057 -2.053316 1.29 0.65 0.22
O -1.629031 -3.230757 -2.008833 -0.20 0.45 -2.36
C -2.293425 -3.363596 -3.274661 -2.52 2.47 -1.19
O -3.024530 -2.467513 -3.764488 3.16 -3.13 2.14
H 2.648025 -3.195602 2.500802 -0.71 1.49 -0.98
H 1.036649 -2.391242 2.172711 1.53 0.39 -0.39
H 2.256621 -2.658515 0.780832 -0.19 0.39 1.51
H 0.231661 0.492182 3.058611 -0.32 -0.23 -1.81
H -0.456111 -0.873818 2.047855 0.57 1.59 -0.19
H -1.687960 1.428886 0.719968 0.30 -0.14 1.35
H -2.379310 0.396510 2.068735 1.29 1.23 -0.49
H -1.152823 3.484613 1.062509 -0.60 -0.13 1.41
H -0.152051 3.733370 2.582562 -1.49 -0.32 -0.55
H -2.525400 4.271734 3.875048 0.31 0.29 -1.69
H -1.531865 5.531508 2.930405 -1.29 -1.37 -0.15
H -3.184455 4.683706 -0.814458 -0.85 -1.27 0.90
H -4.082232 2.710873 -2.291364 -0.32 -0.14 1.71
H -5.613497 -0.416383 -3.590954 0.05 1.17 1.12
H -6.045943 1.381991 -3.087593 0.85 -1.68 0.03
H -4.313016 0.804966 -3.175655 -1.55 -0.78 0.52
H -4.721876 -1.406917 0.158854 0.29 0.37 -1.59
H -3.441292 -0.791275 -1.043714 -1.68 -0.37 0.20
H -4.663606 -2.018350 -1.629201 -0.08 1.46 1.18
H -7.296377 0.469611 0.093129 0.72 -0.67 -1.37
H -7.631550 0.591585 -1.702453 0.94 -0.88 1.24
H -6.311062 -2.867691 0.350734 -1.75 0.62 0.14
H -8.150036 -3.062713 0.716768 1.17 0.99 -0.44
H -7.167896 -1.581479 1.326430 -0.53 -1.15 -1.30
H -8.290576 -3.022712 -2.384044 1.48 1.00 0.13
H -6.485947 -3.090823 -2.120115 -1.19 1.46 -0.39
H -7.284981 -1.727353 -3.199018 0.08 -0.73 1.38
H -9.688289 -0.915839 -1.871607 0.51 -0.57 1.35
H -9.453609 -0.507656 -0.040596 -0.08 -1.12 -1.41
H -9.708808 -2.273378 -0.518376 0.27 1.41 -0.87
H -5.464227 0.540153 1.596669 0.86 1.60 -0.86
H -4.579046 2.538537 3.073070 0.28 0.14 -1.97
H 1.059475 2.864851 0.803679 -0.16 -1.76 -0.88
H -0.396753 3.815457 -1.505795 1.58 -0.71 -0.65
H 1.348884 4.095076 -1.016803 -0.82 -1.20 -0.99
H 3.093781 4.170689 -3.465979 -0.30 -0.92 0.25
H 2.829645 2.701412 -4.160922 -0.15 0.26 0.68
H 1.399557 5.605936 -2.827312 -0.25 -0.37 -0.91
H 1.442134 5.168107 -4.470282 -0.24 -0.10 0.65
H -0.509003 3.292932 -4.443917 0.85 -0.28 0.25
H 0.865486 2.424687 -4.947537 -0.42 0.41 0.50
H 1.465030 0.442952 -2.430432 -1.79 1.03 0.53
H -0.458278 0.749999 -2.269239 1.79 -0.47 0.57
H 1.765836 -0.892341 -0.666003 -1.54 1.10 -0.31
H 0.278158 -2.577047 -0.113902 -0.72 1.64 -0.60
H -1.211111 -1.503585 0.048936 1.42 -0.02 -0.98
H 0.253900 -2.489904 -2.580077 -1.24 0.64 0.57
H -1.124658 -1.243852 -2.658042 0.36 -1.20 0.90
H -2.214001 -4.345627 -3.875344 0.30 1.11 1.59
C 8.797908 -2.511911 5.831839 0.24 0.02 0.18
C 7.814861 -1.899946 5.168637 -0.44 -1.11 -0.51
C 7.622609 -0.423859 5.252047 0.13 0.75 0.24
O 6.724526 0.103653 4.616774 0.05 -0.39 -0.02
C 8.531966 0.340784 6.110456 -0.38 -0.03 -0.31
C 9.513512 -0.271543 6.776911 0.55 1.18 0.66
C 9.722758 -1.743756 6.671936 0.08 -0.81 -0.06
O 10.639861 -2.266196 7.279799 -0.16 0.44 -0.03
O 10.363101 0.424305 7.578912 -0.51 -1.17 -0.63
O 6.946516 -2.600321 4.386446 0.45 1.12 0.51
H 8.949598 -3.581756 5.778105 0.00 0.04 0.00
H 8.370631 1.408358 6.176056 0.02 -0.03 0.00
H 10.979290 -0.240889 7.944056 -0.03 0.14 -0.01
H 6.332923 -1.934545 4.015764 0.24 -0.31 0.11
C 6.939458 -2.253910 -2.033439 0.09 -0.16 -0.25
C 5.881192 -1.922916 -1.290025 0.68 0.82 0.91
C 4.521661 -2.452426 -1.596588 -0.27 -0.53 -0.62
O 3.578023 -2.142806 -0.884306 0.20 0.24 0.05
C 4.370768 -3.330260 -2.759436 -0.28 0.35 0.52
C 5.428698 -3.659132 -3.505241 -0.69 -0.96 -1.13
C 6.793217 -3.151924 -3.183473 0.87 0.34 0.23
O 7.737375 -3.486875 -3.874578 -0.52 -0.09 -0.03
O 5.303295 -4.469841 -4.587564 0.70 0.91 1.04
O 6.004626 -1.087309 -0.220511 -0.78 -0.81 -0.91
H 7.931721 -1.878669 -1.821137 -0.04 -0.02 0.01
H 3.375830 -3.692931 -2.980666 0.04 -0.03 0.00
H 6.205920 -4.556240 -4.954011 -0.12 -0.07 -0.02
H 5.105567 -1.003844 0.153217 0.22 0.06 0.11